# 1
Density functional theory data (ωB97M-V/def2-TZVPD) for 2 unconnected molecules or ions with the total composition C14H35ClN2O4P.

Calculated total energy   -48060.70430 eV
HOMO-LUMO gap   8.5 eV
Lowest unoccupied orbital energy   -2.853 eV
HOMO   -11.38 eV
Total charge   +1

Each line ends with the Mulliken charge.
CARTESIAN COORDINATES (ANGSTROEM)
Cl (0.0484, -1.5536, -4.5552)  -0.146
P (-1.1934, -0.4092, -3.4391)  0.307
O (4.1462, 0.5914, -0.3439)  -0.413
O (-1.9592, 3.6871, 2.9541)  -0.319
O (-0.5244, 1.0371, -3.5306)  -0.406
O (-1.6815, -0.0948, 0.5835)  -0.505
N (-3.7960, 1.8855, 1.6981)  -0.268
N (-0.5101, -0.8907, -1.7505)  0.378
C (-2.8842, -0.4540, 1.2860)  -0.584
C (-3.5853, 1.9347, 3.1359)  -0.197
C (-4.0066, 0.5657, 1.1383)  -0.909
C (0.7201, -2.5437, -0.3015)  0.044
C (-0.7736, 0.7433, 1.2988)  -0.206
C (-1.9984, 4.8815, 2.1987)  -0.782
C (2.9082, 1.1751, -0.6132)  -0.092
C (2.4902, -3.0121, -2.1338)  0.237
C (-0.4087, -2.3388, -1.3224)  -0.718
C (4.1368, -0.8261, -0.4409)  -0.026
C (-3.1992, 3.3340, 3.5588)  -0.847
C (4.0051, -2.7523, -2.1386)  -1.138
C (4.3801, -1.2920, -1.8702)  -0.435
C (1.8692, -3.4260, -0.7808)  -1.356
H (-0.8298, 0.5447, 2.3692)  0.309
H (0.3859, -0.4261, -1.5789)  0.124
H (3.0210, 2.2534, -0.5220)  0.351
H (1.1036, -1.5603, -0.0067)  -0.200
H (-0.9681, 1.8031, 1.1334)  0.200
H (1.5244, -4.4609, -0.8328)  0.432
H (-2.6235, -0.6385, 2.3311)  0.436
H (-3.0859, 3.3678, 4.6448)  0.382
H (2.5514, 0.9507, -1.6357)  0.057
H (-4.2336, 0.6769, 0.0744)  0.386
H (-3.0263, 2.3508, 1.2340)  0.161
H (3.7960, -0.6530, -2.5428)  0.192
H (-0.2719, -2.9354, -2.2222)  0.503
H (-1.3743, -2.5806, -0.8861)  0.338
H (2.6355, -3.4227, -0.0041)  0.556
H (4.4149, -3.0370, -3.1080)  0.390
H (-3.9748, 4.0473, 3.2671)  0.433
H (1.9960, -2.1052, -2.5028)  -0.181
H (-3.2148, -1.4013, 0.8538)  0.402
H (-2.6672, 4.8046, 1.3330)  0.334
H (4.9193, -1.1962, 0.2226)  0.319
H (-4.8964, 0.1275, 1.6022)  0.406
H (-2.3299, 5.7295, 2.8049)  0.363
H (-0.9843, 5.0762, 1.8545)  0.245
H (-2.7912, 1.2575, 3.4850)  0.153
H (0.2903, -2.9667, 0.6077)  0.408
H (3.1833, -1.2037, -0.0496)  -0.107
H (-4.5065, 1.6403, 3.6464)  0.412
H (2.1440, 0.8339, 0.1011)  -0.021
H (-1.1902, -0.4578, -1.0678)  0.406
H (0.2354, 0.5084, 0.9568)  -0.342
H (4.4934, -3.4050, -1.4075)  0.367
H (2.2554, -3.7783, -2.8743)  0.478
H (5.4266, -1.1155, -2.1211)  0.333
H (0.4090, 1.1293, -3.7908)  0.357

***

# 2
Density functional theory data (ωB97M-V/def2-TZVPD) for 3 unconnected molecules or ions with the total composition C14H35F3O9P3S at a distorted geometry.

Calculated total energy   -80352.36337 eV
HOMO-LUMO gap   5.9 eV
Lowest unoccupied orbital energy   -5.489 eV
HOMO   -11.34 eV
Total charge   +1

Each line ends with the Mulliken charge.
CARTESIAN COORDINATES (ANGSTROEM)
S (5.0281, 3.0631, -2.0221)  -0.052
P (-2.2876, -0.0349, 4.1438)  1.191
P (-1.1541, -1.7963, -3.3631)  1.183
P (4.7053, 1.3056, -0.8078)  0.405
F (5.8298, 1.4300, -4.1701)  -0.154
F (7.6400, 2.7663, -3.0815)  -0.173
F (6.0077, 3.8820, -4.4159)  -0.168
O (-1.1671, 1.0681, 4.6527)  -0.252
O (-2.0459, 0.2659, 2.6443)  -0.702
O (-1.8326, -0.3381, -2.9434)  -0.347
O (-0.2249, -1.2967, -4.6351)  -0.214
O (-2.5577, -0.3710, 5.8193)  -0.508
O (3.0166, 0.8245, -0.8544)  -0.378
O (-0.0048, -1.6424, -2.3370)  -0.731
O (-2.4382, -1.9681, -4.5096)  -0.497
O (-1.3267, -1.3907, 4.1100)  -0.359
C (5.1293, 1.9197, 0.9922)  -0.919
C (-1.4543, 2.4451, 4.4748)  -0.260
C (-3.0051, -0.9030, -5.2670)  -0.083
C (-1.0461, 1.0005, -1.1144)  -0.834
C (-2.0365, -0.0581, -1.5649)  -0.389
C (6.1801, 2.7198, -3.4663)  0.702
C (-0.6693, 0.1613, 7.3092)  -0.929
C (-1.5822, -0.8968, 6.7146)  -0.082
C (0.8174, -2.1496, -5.0786)  -0.278
C (-2.2285, -0.5741, -6.5299)  -0.921
C (-2.6930, 2.8693, 5.2406)  -1.007
C (-0.3694, -2.2742, 2.0954)  -1.018
C (-1.5305, -2.3391, 3.0712)  -0.437
C (0.2877, -3.4825, -5.5720)  -1.010
H (-1.5574, 2.6716, 3.4091)  0.214
H (-0.2034, -1.2553, 1.7329)  0.183
H (-1.1165, 1.1682, -0.0359)  0.249
H (1.5503, -2.2927, -4.2785)  0.237
H (6.1717, 2.4637, 0.9060)  0.334
H (-2.8283, 3.9528, 5.1853)  0.411
H (-0.4996, -3.3393, -6.3180)  0.173
H (1.3265, -1.6355, -5.8999)  0.310
H (-2.4853, -2.1719, 2.5642)  0.334
H (-3.0587, 0.3178, -1.4459)  0.368
H (-1.5739, -3.3340, 3.5280)  0.355
H (-1.3391, 0.0240, -6.3061)  0.211
H (-0.0169, 0.7197, -1.3575)  0.096
H (-3.1811, -0.0040, -4.6704)  0.207
H (-0.1574, -0.2325, 8.1933)  0.417
H (-1.2284, 1.0545, 7.5934)  0.171
H (0.5593, -2.5838, 2.5860)  0.345
H (-2.1517, -1.3447, 7.5346)  0.335
H (-2.6233, 2.5753, 6.2920)  0.170
H (-3.9964, -1.2556, -5.5677)  0.336
H (-1.0019, -1.7142, 6.2785)  0.200
H (1.0912, -4.0761, -6.0164)  0.409
H (-1.9509, -0.9654, -0.9598)  0.257
H (0.1074, 0.4620, 6.5986)  0.214
H (4.3284, 2.7538, 1.2176)  0.347
H (-0.5446, -2.9264, 1.2351)  0.372
H (-3.5876, 2.3897, 4.8311)  0.330
H (5.1099, 1.0420, 1.7677)  0.329
H (-0.5897, 3.0047, 4.8455)  0.314
H (-1.9030, -1.4803, -7.0438)  0.175
H (-1.2390, 1.9474, -1.6293)  0.346
H (-2.8470, 0.0176, -7.2127)  0.416
H (5.6850, 4.0290, -1.1979)  0.327
H (-0.1495, -4.0569, -4.7492)  0.335
H (2.9131, -0.1306, -1.1449)  0.393

***

# 3
Density functional theory data (ωB97M-V/def2-TZVPD) for a molecular structure, C14H35MnNP2S2 at a distorted geometry.

Calculated total energy   -88115.82411 eV
HOMO-LUMO gap (spin up / spin down)   3.9 / 8.4 eV
Lowest unoccupied orbital energy (spin up / spin down)   -13.229 / -10.395 eV
HOMO (spin up / spin down)   -17.17 / -18.83 eV
2S+1   5
Total charge   +3

Each line ends with the Mulliken charge.
CARTESIAN COORDINATES (ANGSTROEM)
Mn (0.4306, -0.0717, -0.3908)  0.286
S (-0.7425, 2.1486, -0.5357)  0.251
S (-0.4300, -2.4104, -0.5942)  0.103
P (-1.0675, -0.2231, 1.8755)  0.388
P (1.8930, 0.4906, 1.4880)  1.172
N (-0.1531, -0.0886, -2.6730)  -0.165
C (-2.2656, -2.3999, -0.5379)  -0.825
C (-2.5729, 2.0663, -0.6550)  -1.084
C (1.1955, 0.9201, 3.1317)  -1.051
C (-1.0047, -1.8295, 2.7675)  -1.188
C (-0.4171, 2.3334, -2.3402)  -0.911
C (-0.7821, -1.3514, -3.1572)  -0.903
C (2.8192, -1.0410, 1.8471)  -1.257
C (3.6875, -0.1255, -0.9703)  -1.167
C (-2.8233, 0.2188, 2.1015)  -1.328
C (-0.8391, 1.1279, -3.1523)  -0.786
C (-0.2343, -2.5449, -2.4044)  -0.791
C (2.7660, 2.0702, 1.1168)  -1.350
C (-0.3252, 0.9502, 3.1278)  -0.810
C (2.3348, -0.1255, -1.3319)  -0.079
H (-1.3547, -1.6524, 3.7947)  0.505
H (-0.7469, 0.6796, 4.1055)  0.658
H (-2.6726, -1.4288, -0.8452)  0.138
H (-0.5739, 1.3139, -4.2026)  0.378
H (-1.0153, 3.2018, -2.6218)  0.620
H (-2.5797, -2.6280, 0.4858)  0.321
H (2.1551, -1.9130, 1.9135)  0.265
H (-0.6869, 1.9536, 2.8658)  0.394
H (3.3778, -0.9672, 2.7859)  0.528
H (2.0441, 0.8384, -1.7995)  0.481
H (-2.9735, 1.2785, 1.8770)  0.357
H (0.0142, -2.2346, 2.7829)  0.232
H (-2.8943, 2.6405, -1.5294)  0.500
H (-1.9217, 0.9691, -3.0932)  0.421
H (2.0702, 2.9169, 1.2310)  0.420
H (1.5921, 1.9051, 3.4019)  0.549
H (-0.7776, -3.4457, -2.6969)  0.618
H (-3.1145, 0.0272, 3.1448)  0.498
H (0.6486, 2.5717, -2.4436)  0.466
H (3.5847, 2.2352, 1.8280)  0.456
H (3.5071, -1.2131, 1.0140)  0.360
H (-2.6349, -3.1886, -1.2042)  0.479
H (4.2504, 0.8210, -0.8551)  0.335
H (2.0930, -1.0807, -1.8531)  0.118
H (-1.8691, -1.2689, -3.0321)  0.446
H (-0.5675, -1.4879, -4.2291)  0.398
H (3.1647, 2.0422, 0.0987)  0.340
H (-1.6646, -2.5714, 2.2995)  0.399
H (0.7800, -0.0711, -3.1014)  0.472
H (-2.9557, 2.5512, 0.2485)  0.424
H (-2.9505, 1.0386, -0.7147)  0.222
H (-3.4547, -0.3787, 1.4361)  0.360
H (0.8346, -2.6985, -2.5866)  0.495
H (1.5773, 0.2007, 3.8633)  0.414
H (4.2454, -1.0711, -1.0819)  0.427